C23H62AsF6O22S8 | ωB97M-V/def2-TZVPD

Each line ends with the Löwdin spin population.
Positions of all 122 atoms, in Å:
As (-0.05, 0.23, -1.22)  0.000
S (0.76, 2.63, -6.79)  0.000
S (-0.16, -1.36, 4.48)  0.000
S (4.71, 1.21, 3.14)  0.000
S (4.35, -3.39, -2.45)  0.000
S (-5.96, 0.73, 1.76)  0.000
S (-1.24, -6.35, 2.60)  0.000
S (-0.80, 4.15, 2.94)  0.209
S (-2.74, 4.51, -2.90)  0.000
F (1.38, -0.02, -0.15)  0.000
F (-1.40, 0.22, -2.43)  0.000
F (-1.14, 0.14, 0.20)  0.001
F (-0.13, -1.50, -1.33)  0.000
F (-0.04, 2.06, -1.19)  0.001
F (1.11, 0.40, -2.62)  0.000
O (3.98, -4.62, -1.38)  0.000
O (-1.55, -1.40, 4.12)  0.000
O (4.36, -3.97, -3.84)  0.000
O (1.77, 1.87, -7.58)  0.000
O (-2.43, 4.93, -4.25)  0.000
O (-4.39, 4.58, -2.66)  0.000
O (-0.34, -5.06, 2.86)  0.000
O (-5.48, -0.88, 2.00)  0.000
O (3.80, 0.78, 4.16)  0.000
O (-4.98, 1.58, 2.42)  0.000
O (-0.64, 2.45, -6.99)  0.000
O (-7.37, 0.83, 2.02)  0.000
O (-0.48, -7.56, 2.80)  0.000
O (-0.16, -0.62, 5.94)  0.000
O (0.64, 3.58, 3.02)  0.664
O (1.04, 4.22, -6.93)  0.000
O (-2.12, -6.16, 1.44)  0.000
O (5.61, -2.88, -1.88)  0.000
O (5.94, 1.85, 3.60)  0.000
O (5.05, -0.08, 2.04)  0.000
O (-2.08, 5.13, -1.69)  0.002
O (0.77, -2.46, 4.36)  0.000
C (3.20, -5.73, -1.86)  0.000
C (2.38, 4.71, -7.00)  0.000
C (4.04, -0.92, 1.67)  0.000
C (-5.06, 5.57, -3.45)  0.000
C (1.29, 2.54, -5.00)  0.000
C (0.71, -4.81, 1.87)  0.000
C (-5.69, 0.68, -0.01)  0.000
C (3.88, -7.05, -1.63)  0.000
C (0.82, -1.98, 7.75)  0.000
C (-2.72, 2.65, -2.95)  0.000
C (4.66, -2.34, 1.31)  0.000
C (0.28, -3.74, 0.88)  0.000
C (3.75, 2.38, 2.01)  0.000
C (3.02, -2.06, -2.33)  0.000
C (-4.70, 6.96, -2.93)  0.000
C (-0.85, 4.91, 1.22)  0.059
C (1.00, -0.82, 6.77)  0.000
C (2.35, 5.69, -8.17)  0.000
C (-1.92, 2.75, 2.36)  0.052
C (-2.26, -6.12, 4.13)  0.000
C (0.49, -0.02, 3.48)  0.000
C (-4.02, -2.67, 1.60)  0.000
C (-4.09, -1.21, 1.84)  0.000
H (2.66, 5.26, -6.10)  0.000
H (1.69, -4.56, 2.26)  0.000
H (-4.55, -3.25, 2.36)  0.000
H (0.28, -2.74, 1.31)  0.000
H (1.77, -2.22, 8.22)  0.000
H (3.54, -0.44, 0.83)  0.000
H (2.08, -2.59, -2.15)  0.000
H (0.18, -1.80, 8.61)  0.000
H (5.23, -2.26, 0.39)  0.000
H (3.11, 2.83, 2.78)  -0.001
H (1.64, 6.52, -8.15)  0.000
H (1.03, 1.51, -4.76)  0.000
H (-4.69, 1.01, -0.29)  0.000
H (-5.93, -0.32, -0.38)  0.000
H (3.87, -3.07, 1.07)  0.000
H (-1.93, 2.45, -3.67)  0.000
H (-5.01, 7.05, -1.89)  0.000
H (-0.12, 0.87, 3.61)  0.000
H (0.24, -0.28, 2.45)  0.000
H (-4.56, -2.74, 0.66)  0.000
H (4.92, -7.00, -1.94)  0.000
H (-0.68, -4.10, 0.51)  0.000
H (-1.60, -5.96, 4.98)  0.000
H (3.11, -1.44, -3.21)  0.000
H (-2.28, 2.06, 3.12)  0.000
H (1.83, -0.91, 6.07)  0.000
H (-2.76, 3.07, 1.74)  0.004
H (-6.12, 5.35, -3.37)  0.000
H (-3.73, -0.75, 0.92)  0.000
H (-1.81, 5.43, 1.20)  0.001
H (3.12, 3.96, -7.30)  0.000
H (0.34, -2.84, 7.29)  0.000
H (3.30, -1.03, 2.47)  0.000
H (-4.80, 5.26, -4.46)  0.000
H (3.30, 6.16, -8.40)  0.000
H (4.43, 3.11, 1.57)  0.000
H (5.17, -2.78, 2.17)  0.000
H (3.41, -7.85, -2.20)  0.000
H (-2.86, -7.03, 4.10)  0.000
H (3.91, -7.28, -0.57)  0.000
H (-3.63, 7.11, -3.05)  0.000
H (3.22, -1.39, -1.49)  0.000
H (0.48, 3.04, -4.46)  0.000
H (-3.35, -0.99, 2.61)  0.000
H (2.20, -5.83, -1.44)  0.000
H (1.19, 0.03, 7.42)  0.000
H (-2.45, 2.35, -1.93)  0.000
H (1.56, 0.18, 3.56)  0.000
H (1.03, -3.68, 0.09)  0.000
H (-5.00, 7.73, -3.65)  0.000
H (-3.73, 2.31, -3.17)  0.000
H (2.34, 2.75, -4.86)  0.000
H (-0.04, 5.63, 1.19)  0.000
H (3.28, 1.65, 1.35)  0.000
H (-1.16, 2.15, 1.86)  0.003
H (-2.90, -5.23, 4.19)  0.000
H (2.10, 5.00, -8.97)  0.000
H (-0.72, 4.32, 0.31)  0.004
H (3.02, -5.77, -2.93)  0.000
H (1.07, -5.66, 1.29)  0.000
H (-2.95, -2.87, 1.51)  0.000
H (-6.40, 1.37, -0.47)  0.000

As for the multiplicity: 2. Its energy relative to the best compared isomer or geometry (same formula, charge and spin) is 1.584 eV. Its HOMO energy (spin up / spin down) is -10.75 / -10.75 eV. The value obtained for the maximum force is 5.27 eV/Å. Its LUMO energy (spin up / spin down) is -1.9 / -6.4 eV. As for the frontier orbital gap (spin up / spin down): 8.809 / 4.335 eV. The expectation value of S² is 0.7571.

C20H23Cl2NO2 | ωB97M-V/def2-TZVPD

Each line ends with the natural charge from an NBO analysis.
Positions of all 48 atoms, in Å:
Cl (-5.38, 0.68, 3.05)  0.007
Cl (-0.96, -3.40, -4.40)  0.009
O (2.77, 2.54, 1.20)  -0.715
O (0.50, 1.34, 0.06)  -0.556
N (4.37, -0.13, 1.15)  -0.435
C (5.99, -1.51, 2.16)  -0.411
C (4.83, 0.61, 2.31)  -0.225
C (1.63, 1.66, -0.73)  -0.086
C (6.16, -0.06, 2.65)  -0.408
C (4.62, -1.52, 1.47)  -0.217
C (-0.39, -2.20, -2.05)  -0.211
C (-1.31, -0.80, -3.78)  -0.241
C (-4.03, 0.87, 1.99)  -0.046
C (2.86, 1.57, 0.19)  0.081
C (-0.71, 1.31, -0.67)  0.079
C (-0.76, 0.14, -1.64)  -0.064
C (-1.69, 0.66, 1.56)  -0.145
C (-2.76, 0.51, 2.41)  -0.240
C (-3.15, 1.54, -0.13)  -0.200
C (-1.24, 0.29, -2.93)  -0.146
C (-1.87, 1.18, 0.28)  -0.046
C (-0.34, -1.11, -1.21)  -0.204
C (-4.23, 1.38, 0.72)  -0.212
C (-0.88, -2.04, -3.34)  -0.044
C (3.01, 0.15, 0.75)  -0.237
H (6.97, 0.43, 2.11)  0.207
H (-1.57, 1.26, -3.28)  0.206
H (4.61, -2.12, 0.56)  0.199
H (4.93, 1.67, 2.07)  0.219
H (-0.81, 2.25, -1.24)  0.185
H (-3.30, 1.94, -1.12)  0.214
H (3.76, 1.82, -0.39)  0.195
H (3.85, -1.92, 2.15)  0.155
H (6.77, -1.78, 1.46)  0.208
H (-0.06, -3.17, -1.72)  0.228
H (6.01, -2.22, 2.99)  0.207
H (4.12, 0.51, 3.15)  0.154
H (-5.22, 1.66, 0.40)  0.227
H (1.54, 2.68, -1.13)  0.179
H (1.91, 2.43, 1.62)  0.472
H (1.73, 0.96, -1.57)  0.181
H (-0.70, 0.39, 1.88)  0.219
H (2.75, -0.57, -0.04)  0.201
H (-2.62, 0.11, 3.41)  0.227
H (6.38, 0.00, 3.71)  0.208
H (-1.69, -0.68, -4.79)  0.228
H (2.30, 0.01, 1.58)  0.165
H (0.04, -1.22, -0.20)  0.227

Its energy relative to the best compared isomer or geometry (same formula, charge and spin) is 0.000 eV. Its SMILES is O[C@H](COC(c1ccc(Cl)cc1)c1ccc(Cl)cc1)CN1CCCC1. Its HOMO energy is -8.60 eV. The value obtained for the maximum force is 0.86 eV/Å. Its LUMO energy is 0.6 eV. As for the frontier orbital gap: 9.201 eV.

C5H15NO | ωB97M-V/def2-TZVPD

Each line ends with the natural charge from an NBO analysis.
Positions of all 22 atoms, in Å:
O (-0.68, 2.45, -1.34)  -0.957
N (0.67, -0.22, 0.00)  -0.681
C (0.56, -1.07, -1.16)  -0.219
C (-0.02, -0.69, 1.29)  -0.016
C (1.01, -0.67, 2.48)  -0.628
C (-0.15, -0.52, -2.42)  -0.639
C (-1.24, 0.28, 1.56)  -0.648
H (1.58, -1.33, -1.43)  0.186
H (1.92, -1.27, 2.33)  0.211
H (-0.97, -1.10, -2.77)  0.209
H (1.31, 0.31, 2.78)  0.210
H (-1.09, 1.58, -1.49)  0.479
H (0.37, -1.14, 3.28)  0.211
H (0.21, 2.42, -1.01)  0.479
H (-2.06, -0.15, 0.98)  0.202
H (-0.06, -1.94, -0.87)  0.185
H (-0.56, 0.54, -2.47)  0.199
H (1.55, 0.25, 0.09)  0.370
H (-0.41, -1.67, 1.03)  0.181
H (0.53, -0.34, -3.26)  0.213
H (-0.84, 1.17, 1.00)  0.240
H (-1.61, 0.45, 2.59)  0.213

Its energy relative to the best compared isomer or geometry (same formula, charge and spin) is 1.996 eV. Its SMILES is CCNC(C)C.O. Its HOMO energy is -8.50 eV. The value obtained for the maximum force is 2.68 eV/Å. Its LUMO energy is 1.0 eV. As for the frontier orbital gap: 9.464 eV.

C3H6N2S | ωB97M-V/def2-TZVPD

Each line ends with the natural charge from an NBO analysis.
Positions of all 12 atoms, in Å:
S (1.04, 1.31, 0.58)  0.267
N (-0.17, -0.94, 0.78)  -0.234
N (-0.42, 0.36, 0.96)  -0.382
C (0.98, -1.34, 0.39)  0.006
C (1.92, -0.18, -0.10)  -0.585
C (-1.98, 0.75, 0.07)  -0.384
H (-2.21, -0.29, -0.36)  0.237
H (1.43, -2.35, 0.24)  0.215
H (-2.58, 0.99, 0.97)  0.212
H (-1.64, 1.63, -0.41)  0.213
H (2.86, -0.38, 0.35)  0.223
H (2.05, -0.07, -1.13)  0.211

Its energy relative to the best compared isomer or geometry (same formula, charge and spin) is 3.902 eV. Its SMILES is CN1N=CCS1. Its HOMO energy is -7.75 eV. The value obtained for the maximum force is 5.30 eV/Å. Its LUMO energy is 0.9 eV. As for the frontier orbital gap: 8.601 eV.

C11H17N14NiO3S | ωB97M-V/def2-TZVPD

Each line ends with the Löwdin spin population.
Positions of all 47 atoms, in Å:
Ni (0.28, 0.12, -0.21)  1.723
S (-0.13, 2.41, -1.10)  0.030
O (1.01, -1.75, -1.73)  0.018
O (-2.09, -2.22, 1.42)  0.000
O (0.03, -5.97, -0.48)  0.000
N (2.18, -0.24, 2.48)  -0.001
N (3.26, 0.40, -0.77)  0.004
N (2.25, 0.24, 0.13)  0.044
N (4.38, 0.23, -0.15)  0.002
N (-2.05, 3.78, 0.09)  0.007
N (-2.42, 1.54, -0.03)  0.004
N (0.37, 0.36, 3.92)  0.002
N (-0.29, -1.95, 0.09)  0.032
N (0.61, -3.86, -1.00)  0.001
N (-1.07, 0.95, 2.40)  0.003
N (4.16, -0.04, 1.16)  0.001
N (-0.87, 0.83, 3.68)  0.002
N (0.06, 0.58, 1.76)  0.059
N (-1.94, 0.24, -0.23)  0.035
C (-2.28, -4.97, 0.87)  0.000
C (-3.10, -4.70, -0.39)  0.000
C (-0.07, -4.78, -0.25)  0.000
C (-0.17, -4.43, 2.21)  0.000
C (-1.59, 2.57, -0.30)  0.013
C (0.90, 0.22, 2.71)  0.003
C (0.47, -2.48, -0.90)  0.003
C (-0.04, -5.88, 2.68)  0.000
C (-1.16, -2.72, 0.79)  0.004
C (-0.94, -4.24, 0.87)  0.002
C (2.85, -0.02, 1.28)  0.002
H (-4.04, -5.25, -0.37)  0.000
H (-2.55, -5.00, -1.29)  0.000
H (-0.69, -3.84, 2.96)  0.000
H (1.19, -4.20, -1.76)  0.000
H (2.77, -0.33, 3.29)  0.000
H (-2.84, -4.64, 1.75)  0.000
H (-2.39, -0.18, -1.04)  0.001
H (-3.34, -3.64, -0.48)  0.000
H (-1.36, 4.51, 0.08)  0.001
H (0.35, -6.52, 1.89)  0.000
H (-2.73, 3.83, 0.83)  0.001
H (0.83, -3.99, 2.10)  0.000
H (-1.01, -6.28, 3.00)  0.000
H (-2.09, -6.04, 0.95)  0.000
H (-3.03, 1.63, 0.77)  0.001
H (-2.10, -0.34, 0.59)  0.000
H (0.64, -5.93, 3.54)  0.000

As for the multiplicity: 3. Its HOMO energy (spin up / spin down) is -5.03 / -5.01 eV. The value obtained for the maximum force is 0.72 eV/Å. Its LUMO energy (spin up / spin down) is 2.5 / 2.5 eV. As for the frontier orbital gap (spin up / spin down): 7.500 / 7.470 eV. The expectation value of S² is 2.0051. Its charge is -1.

C35H33BN2O24PS | ωB97M-V/def2-TZVPD

Each line ends with the Mulliken charge.
Positions of all 97 atoms, in Å:
S (1.44, -2.48, -0.28)  -0.379
P (0.17, -1.76, -1.64)  0.152
O (-1.26, 2.78, -0.90)  -0.535
O (5.85, 2.62, -3.50)  -0.617
O (1.45, -1.08, 3.16)  -0.591
O (2.46, 0.40, -1.55)  -0.457
O (1.21, 0.43, -4.50)  -0.346
O (-10.61, -0.56, 4.36)  -0.625
O (3.33, -5.36, 5.61)  -0.669
O (-8.41, 2.42, -4.16)  -0.597
O (-11.10, 1.85, 3.36)  -0.577
O (10.33, 3.97, -0.62)  -0.607
O (3.59, -0.78, 4.65)  -0.601
O (9.13, 0.04, 0.05)  -0.756
O (-7.22, -2.67, -2.47)  -0.605
O (-0.15, 0.91, -2.92)  -0.294
O (-8.33, 0.67, -0.25)  -0.311
O (6.49, 1.35, -1.25)  -0.252
O (1.19, -5.68, 4.06)  -0.596
O (4.87, -1.82, -0.51)  -0.555
O (-7.90, -1.77, 0.74)  -0.584
O (-5.82, -0.58, -1.65)  -0.625
O (-9.87, 0.33, -4.91)  -0.644
O (8.88, 0.15, 2.69)  -0.637
O (4.58, -1.65, 2.15)  -0.422
O (9.65, 5.28, -2.83)  -0.647
N (0.17, 0.16, -4.02)  0.094
N (-1.37, 0.49, -0.84)  0.063
C (-10.30, 1.02, 2.67)  0.414
C (-8.94, 0.08, -4.17)  0.887
C (-10.08, -0.32, 3.30)  1.055
C (5.87, -1.34, 0.22)  0.055
C (-7.04, 1.02, -2.88)  -1.003
C (9.22, 3.60, -1.26)  0.253
C (1.83, -2.09, 3.70)  1.194
C (-1.86, 1.79, -1.05)  0.512
C (7.72, 4.00, -3.27)  -0.926
C (8.07, -0.38, 0.49)  1.149
C (-1.37, 0.12, 0.58)  -0.913
C (3.61, 0.61, -0.81)  -0.244
C (-9.74, 1.37, 1.51)  -1.172
C (1.28, 0.78, -0.83)  -0.504
C (-6.73, -0.33, -2.41)  1.115
C (3.57, -3.06, 5.19)  -0.849
C (-8.07, 1.21, -3.70)  0.344
C (2.92, -4.35, 5.05)  0.972
C (6.72, -0.75, 2.54)  -0.970
C (-8.61, -1.27, -3.73)  -0.925
C (3.05, -1.99, 4.56)  0.036
C (8.44, 2.60, -0.83)  -1.023
C (-8.68, -0.94, 1.42)  0.353
C (1.21, -3.40, 3.53)  -0.952
C (-9.24, -1.28, 2.59)  -0.913
C (6.94, 3.00, -2.84)  0.339
C (7.86, -0.34, 1.98)  0.223
C (7.25, 2.24, -1.58)  1.058
C (-8.88, 0.42, 0.81)  0.813
C (-3.32, 1.86, -1.48)  -1.118
C (1.72, -4.46, 4.17)  0.420
C (8.90, 4.37, -2.51)  0.918
C (5.65, -1.27, 1.71)  0.728
C (-7.57, -1.46, -2.91)  0.453
C (7.01, -0.91, -0.34)  -0.396
B (-0.05, 0.20, -1.58)  0.457
H (1.75, -6.26, 4.61)  0.349
H (-9.10, -2.25, 3.04)  0.438
H (-11.37, 1.35, 4.16)  0.355
H (7.18, -0.95, -1.40)  0.384
H (0.56, -2.29, -2.89)  0.091
H (-3.80, 0.90, -1.31)  0.206
H (3.51, 0.29, 0.23)  0.142
H (-9.19, 2.29, -4.73)  0.347
H (9.57, 0.38, 2.04)  0.373
H (-7.60, -1.28, -0.05)  0.294
H (-2.32, -0.34, 0.84)  0.151
H (8.66, 2.03, 0.06)  0.408
H (4.14, -2.04, 0.11)  0.126
H (-9.89, 2.33, 1.05)  0.440
H (4.45, -3.00, 5.80)  0.431
H (1.39, 0.39, 0.18)  0.088
H (-0.52, -0.50, 0.87)  0.227
H (6.56, -0.73, 3.61)  0.533
H (5.45, 1.88, -2.99)  0.355
H (-6.42, 1.82, -2.53)  0.483
H (-9.23, -2.08, -4.09)  0.428
H (0.34, -3.46, 2.89)  0.449
H (10.70, 4.71, -1.14)  0.346
H (-1.10, -2.33, -1.37)  -0.035
H (1.26, 1.87, -0.75)  0.413
H (3.92, 1.66, -0.79)  0.203
H (3.02, -0.20, 4.11)  0.359
H (-6.44, -2.54, -1.90)  0.382
H (7.51, 4.55, -4.17)  0.442
H (-1.32, 1.02, 1.20)  0.371
H (-3.81, 2.56, -0.82)  0.379
H (-3.42, 2.15, -2.51)  0.310
H (4.44, 0.05, -1.22)  0.113

Its HOMO energy is -4.78 eV. The value obtained for the maximum force is 3.04 eV/Å. Its LUMO energy is -0.4 eV. As for the frontier orbital gap: 4.379 eV. Its charge is -1.